Entry 1:
C30H22BF5N8RhSTe as an isolated structure. Source: the OMol25 dataset; level of theory: ωB97M-V/def2-TZVPD.

The geometry in XYZ format:
```
69
Properties=species:S:1:pos:R:3:forces:R:3
Rh -0.041 -0.649 0.918 1.898 1.757 1.470
C 1.338 -0.898 4.900 0.034 0.014 -0.102
C 0.506 -1.317 3.872 -0.111 -0.025 0.198
N 0.872 -0.706 2.745 -1.026 -0.231 -0.857
N 1.914 0.103 3.008 -0.080 0.004 0.062
C 2.214 -0.002 4.310 -0.053 -0.216 0.198
B 2.556 0.984 1.908 0.397 0.392 0.358
N 1.430 1.889 1.348 -0.162 -0.030 -0.181
C 1.412 3.201 1.089 -0.102 0.150 -0.105
C 0.156 3.544 0.614 -0.043 -0.069 -0.079
C -0.563 2.355 0.605 0.071 0.153 0.081
N 0.226 1.374 1.059 -0.503 -1.031 -0.503
N 2.980 0.043 0.762 0.311 0.007 -0.038
C 4.146 -0.254 0.162 0.014 -0.084 -0.066
C 3.923 -1.219 -0.800 -0.054 -0.001 -0.033
C 2.558 -1.468 -0.730 0.134 -0.017 0.013
N 2.005 -0.702 0.213 -0.803 -0.495 -0.086
N 3.607 1.863 2.527 0.191 0.134 -0.300
C 4.958 2.056 2.393 -0.140 -0.250 -0.025
C 5.341 3.006 3.287 -0.023 0.281 0.190
C 4.148 3.378 3.948 0.007 -0.004 -0.346
N 3.113 2.715 3.472 0.059 -0.064 0.356
H 1.301 -1.190 5.935 0.043 -0.051 -0.049
H -0.311 -2.021 3.900 -0.047 0.088 -0.082
H 3.031 0.542 4.751 -0.026 0.086 -0.137
H 2.278 3.821 1.254 -0.007 -0.089 0.139
H -0.192 4.521 0.328 0.017 -0.017 0.048
H -1.589 2.167 0.331 0.026 -0.007 0.007
H 5.071 0.217 0.431 -0.043 0.024 0.044
H 4.650 -1.675 -1.449 -0.024 0.021 0.016
H 1.970 -2.170 -1.301 -0.021 -0.021 0.071
H 5.570 1.522 1.690 -0.030 -0.039 0.019
H 6.329 3.412 3.432 -0.018 -0.085 0.014
H 4.012 4.123 4.717 -0.040 -0.055 -0.012
F -3.682 -6.013 2.098 0.012 0.001 0.027
C -3.368 -4.745 1.931 -0.108 -0.113 0.051
C -4.308 -3.755 2.172 -0.108 0.024 -0.018
F -5.512 -4.081 2.591 -0.045 -0.029 -0.028
C -3.982 -2.425 1.964 0.058 -0.048 0.023
F -4.896 -1.486 2.163 -0.040 -0.004 0.029
C -2.710 -2.054 1.551 0.507 -0.244 -0.149
S -2.299 -0.372 1.319 0.661 0.051 0.194
C -1.786 -3.073 1.343 -0.464 0.281 0.093
F -0.489 -2.738 0.934 -0.248 -0.318 0.032
C -2.092 -4.403 1.513 0.438 -0.169 -0.091
F -1.185 -5.341 1.287 -0.020 0.029 0.007
Te -0.607 -0.337 -1.821 -0.951 0.646 -0.934
C -2.459 0.615 -2.033 -0.051 -0.034 0.132
C -2.470 1.927 -2.504 0.145 -0.039 -0.006
C -3.683 2.582 -2.629 -0.071 0.049 0.023
C -4.870 1.924 -2.318 0.080 -0.056 -0.025
C -4.848 0.609 -1.869 -0.046 0.008 -0.063
C -3.641 -0.052 -1.711 0.125 -0.079 -0.025
C -0.307 -0.474 -3.932 0.267 -0.328 0.293
C -0.786 -1.625 -4.539 -0.020 0.003 0.054
C -0.646 -1.739 -5.915 0.010 0.029 0.029
C -0.030 -0.725 -6.638 0.001 -0.036 0.012
C 0.447 0.412 -5.999 -0.044 -0.046 -0.043
C 0.318 0.548 -4.623 0.093 0.151 0.108
H -1.547 2.438 -2.752 -0.043 0.025 -0.029
H -3.704 3.611 -2.964 0.001 -0.036 -0.043
H -5.816 2.432 -2.445 0.021 0.019 0.048
H -5.773 0.096 -1.639 0.019 0.005 -0.016
H -3.623 -1.084 -1.384 -0.036 0.034 0.101
H -1.262 -2.412 -3.968 -0.007 -0.029 -0.058
H -1.014 -2.627 -6.411 0.007 0.021 -0.031
H 0.086 -0.827 -7.709 -0.012 0.018 0.017
H 0.930 1.195 -6.567 -0.013 0.006 0.006
H 0.694 1.433 -4.125 0.034 -0.023 -0.006
```
Positions in Å, forces in eV/Å.

Calculated values
Energy above the lowest of the compared OMol25 structures with the same formula, charge and spin in kJ/mol: 128.52
Molar mass in u: 862.94
Net charge: +2
HOMO energy (alpha / beta) in eV: -13.87 / -13.80
⟨S²⟩: 0.76
E_LUMO (alpha / beta) in eV: -7.847 / -9.576
Largest force on an atom in eV/Å: 2.97
Calculated total energy in a.u.: -2894.84377
Multiplicity: 2

---

Entry 2:
C4H4S2 as an isolated structure. Source: the OMol25 dataset; level of theory: ωB97M-V/def2-TZVPD.

The geometry in XYZ format:
```
10
Properties=species:S:1:pos:R:3:forces:R:3
C -0.442 1.003 -0.185 2.741 -0.219 2.029
C 0.468 1.664 0.567 -0.827 -1.901 -0.558
C 0.110 -1.518 -0.672 -0.458 1.325 0.790
C -0.288 -0.385 0.343 0.045 -0.679 -0.385
S 0.041 -3.077 -0.374 -0.128 -0.666 0.386
S 1.182 0.228 1.437 -1.649 0.407 -0.923
H -0.993 1.208 -1.025 -1.486 1.080 -1.600
H 0.720 2.688 0.663 0.362 0.711 0.070
H 0.443 -1.245 -1.683 -0.035 0.577 0.483
H -1.241 -0.565 0.928 1.435 -0.635 -0.291
```
Positions in Å, forces in eV/Å.

Calculated values
Energy above the lowest of the compared OMol25 structures with the same formula, charge and spin in kJ/mol: 204.06
Molar mass in u: 116.21
Net charge: 0
HOMO energy in eV: -8.75
E_LUMO in eV: -0.588
Largest force on an atom in eV/Å: 3.42
Calculated total energy in a.u.: -951.09477